# C43H98N6O8

6 unconnected molecules or ions with the total composition C43H98N6O8 in a non-equilibrium geometry (wB97M-V/def2-TZVPD, OMol25).

Positions of all 155 atoms, in Å:
1 C 0.57308 0.56906 1.36379
2 C -0.43433 1.30187 0.32179
3 C -0.37312 0.71617 -1.12100
4 O 0.97998 0.67557 -1.44744
5 C 1.49685 2.03440 -1.87126
6 N -1.78952 1.28546 0.87083
7 H 1.59595 0.45624 1.00449
8 H 0.30143 -0.47927 1.48755
9 H 0.54701 1.02019 2.35571
10 H -0.10392 2.33983 0.28194
11 H -0.97758 1.46680 -1.63020
12 H -0.79719 -0.27353 -0.95145
13 H 1.89320 2.69359 -1.09894
14 H 0.82417 2.60101 -2.51512
15 H 2.34081 1.89645 -2.54713
16 H -2.29310 1.98900 0.34974
17 H -1.92227 1.59392 1.82337
18 C -3.28844 -0.66698 -7.12609
19 O -3.03123 -1.39631 -5.97944
20 C -1.77732 -1.18918 -5.32394
21 C -1.62381 0.22216 -4.63566
22 N -1.46451 1.26934 -5.65603
23 C -1.21963 2.66305 -5.11046
24 C -2.54741 3.34972 -4.60634
25 O -2.32360 4.46581 -3.73518
26 C -1.69415 5.56600 -4.38963
27 H -4.18108 -1.03562 -7.63146
28 H -2.52045 -0.68543 -7.89937
29 H -3.58316 0.36130 -6.91664
30 H -0.96226 -1.51897 -5.96816
31 H -1.74950 -1.86998 -4.47315
32 H -0.73513 0.23274 -4.00459
33 H -2.53357 0.48866 -4.09770
34 H -2.31126 1.38628 -6.19402
35 H -0.87066 3.37660 -5.85689
36 H -0.45647 2.72270 -4.33449
37 H -2.94690 2.63546 -3.88638
38 H -3.30004 3.63816 -5.34013
39 H -1.73736 6.31311 -3.59713
40 H -2.29133 5.69884 -5.29176
41 H -0.67194 5.38902 -4.72410
42 C 4.51087 0.03649 -0.71586
43 O 5.87314 0.42859 -0.50209
44 C 6.73197 0.83066 -1.49970
45 C 8.15434 1.02953 -0.94714
46 N 9.13017 1.73847 -1.77543
47 C 9.26474 1.27100 -3.14098
48 C 9.94778 -0.02648 -3.25403
49 O 11.00466 0.10612 -4.24347
50 C 11.58817 -1.12308 -4.62048
51 H 4.08042 -0.39486 0.18789
52 H 4.51231 -0.88561 -1.29710
53 H 3.93200 0.82156 -1.20233
54 H 6.31782 1.79861 -1.78192
55 H 6.91791 0.13318 -2.31643
56 H 8.39602 -0.03266 -0.98506
57 H 8.18156 1.33684 0.09829
58 H 9.99913 1.95173 -1.30690
59 H 9.98915 1.93591 -3.61134
60 H 8.34610 1.30808 -3.72650
61 H 9.31933 -0.88439 -3.49304
62 H 10.43366 -0.12500 -2.28330
63 H 11.92850 -1.53909 -3.67221
64 H 12.52205 -1.04681 -5.17739
65 H 10.92745 -1.84832 -5.09543
66 C -5.83940 1.52656 1.12130
67 C -6.00909 0.00550 0.79139
68 C -6.69306 0.05129 -0.59509
69 C -6.68070 -1.25531 -1.34449
70 C -5.22775 -1.74767 -1.41461
71 C -4.48772 -1.86011 -0.03928
72 N -4.71169 -0.58024 0.66667
73 O -3.83676 -0.39954 1.81063
74 C -5.05428 -3.19296 0.52057
75 C -2.96108 -2.01141 -0.26870
76 C -6.84359 -0.64601 1.97901
77 H -5.21478 1.62511 2.00913
78 H -6.82633 1.98848 1.14812
79 H -5.26428 1.92264 0.28438
80 H -7.73756 0.23661 -0.34453
81 H -6.26819 0.90432 -1.12415
82 H -7.12006 -1.15074 -2.33652
83 H -7.15172 -2.06834 -0.79203
84 H -4.66528 -0.97376 -1.93689
85 H -5.11222 -2.71025 -1.91279
86 H -6.11790 -2.99786 0.65751
87 H -4.72097 -4.16944 0.16914
88 H -4.65187 -3.30486 1.52737
89 H -2.26289 -2.35743 0.49346
90 H -2.78525 -2.79429 -1.00646
91 H -2.61574 -1.12916 -0.80766
92 H -6.41989 -1.46843 2.55539
93 H -7.84302 -1.01382 1.74673
94 H -7.08457 0.13469 2.70048
95 H -3.10030 0.11638 1.47440
96 C 0.14273 -7.84160 -0.28027
97 C -0.52113 -6.42522 0.01245
98 C -0.04365 -5.89429 1.38132
99 C 1.34559 -5.34513 1.33593
100 C 1.41075 -4.15029 0.38404
101 C 1.03899 -4.60822 -1.06736
102 N -0.18424 -5.38108 -1.04333
103 O -0.52133 -5.76760 -2.28050
104 C 0.93314 -3.25942 -1.77024
105 C 2.32075 -5.31372 -1.77030
106 C -2.06305 -6.64041 0.10885
107 H -0.18796 -8.13778 -1.27577
108 H -0.25878 -8.63697 0.34764
109 H 1.22830 -7.81192 -0.37392
110 H -0.80611 -5.18678 1.70721
111 H 0.07765 -6.71443 2.08896
112 H 1.93041 -6.11546 0.83325
113 H 1.74498 -5.09412 2.31857
114 H 2.39923 -3.69494 0.44455
115 H 0.74933 -3.35073 0.71767
116 H 0.04004 -2.63829 -1.70177
117 H 1.86486 -2.70051 -1.68293
118 H 0.93631 -3.52830 -2.82655
119 H 2.29304 -5.25134 -2.85816
120 H 3.23871 -4.87069 -1.38407
121 H 2.48298 -6.34788 -1.46648
122 H -2.43012 -6.93493 -0.87432
123 H -2.50753 -5.66004 0.28038
124 H -2.43989 -7.33717 0.85759
125 H -1.15793 -5.09030 -2.52049
126 C 0.36202 6.17027 6.92202
127 C -0.48775 4.92558 7.37059
128 C -1.87758 4.89044 6.74873
129 C -1.84856 4.56913 5.20681
130 C -1.14398 3.19568 4.96104
131 C 0.29626 3.23186 5.60266
132 N 0.32168 3.73231 7.03016
133 O 1.48259 3.53329 7.70431
134 C 0.84449 1.76356 5.59655
135 C 1.16510 4.10076 4.68822
136 C -0.71917 4.98771 8.95547
137 H 0.04236 7.01945 7.52603
138 H 0.13780 6.57640 5.93567
139 H 1.44183 6.10472 7.05549
140 H -2.47554 4.03479 7.06245
141 H -2.49524 5.74655 7.02013
142 H -1.28151 5.30769 4.64016
143 H -2.79203 4.45150 4.67376
144 H -1.04835 2.98058 3.89676
145 H -1.81254 2.44940 5.39022
146 H 0.66415 1.44553 6.62341
147 H 0.36907 1.07810 4.89497
148 H 1.93412 1.74327 5.61675
149 H 0.71237 5.08765 4.59232
150 H 2.17086 4.22053 5.09096
151 H 1.33549 3.75819 3.66758
152 H -1.37253 5.75441 9.37188
153 H 0.27447 4.97004 9.40321
154 H -1.23084 4.14003 9.41125
155 H 1.23388 2.95669 8.43045

Atomic forces in eV per Å
C -1.11 -0.21 -1.45
C 1.78 -0.52 2.45
C -0.14 1.03 3.55
O 1.12 2.38 -1.87
C 0.21 -1.41 -0.56
N -0.55 0.07 -0.74
H 0.00 0.73 -0.12
H -0.56 -0.09 0.05
H 0.02 0.27 -0.07
H 0.31 0.20 -0.18
H -0.13 -0.63 -1.13
H 0.10 -0.12 -1.09
H -0.47 -0.39 0.61
H -0.73 -0.24 0.42
H 0.10 -0.67 0.16
H -0.58 -0.06 -0.28
H 0.80 0.06 0.34
C -0.78 0.57 -1.03
O 0.44 -0.47 0.93
C -0.55 0.73 1.06
C -0.35 0.01 -2.01
N 1.15 2.16 0.23
C -1.50 0.45 -0.68
C 1.10 -0.76 2.21
O 0.79 -0.53 -0.39
C -0.82 -0.89 0.41
H -0.06 -0.60 0.30
H 0.50 0.04 0.25
H 0.23 0.28 0.08
H 0.24 0.66 -0.22
H -0.35 -0.34 -0.08
H -0.09 -0.11 0.14
H -0.04 -0.77 0.74
H 0.07 -0.38 -0.07
H 0.42 -0.67 -0.68
H -0.23 -0.50 0.26
H -0.67 -0.17 -0.33
H 0.22 -0.27 -0.51
H 0.08 0.59 -0.77
H -0.02 1.08 -0.07
H 0.23 -0.16 0.30
C 1.47 -0.89 -0.91
O -0.62 -1.38 2.49
C 0.03 2.41 -0.63
C 0.55 -1.64 0.01
N -2.10 0.83 0.07
C 0.48 1.42 -0.07
C 1.80 -1.17 -0.53
O -0.83 0.18 -0.74
C 0.50 -0.41 1.66
H 0.14 1.04 0.53
H -0.09 0.14 -0.92
H -0.16 -0.07 0.21
H 0.22 0.23 -1.20
H -0.99 -0.11 -0.38
H 0.82 -0.51 0.91
H -0.14 0.32 -0.20
H -0.15 -0.26 -0.12
H -0.28 0.37 -0.22
H -0.16 0.25 0.31
H -0.03 -0.15 0.05
H 0.13 -0.85 0.16
H 0.05 -0.78 0.13
H -0.38 0.75 -0.40
H -0.30 0.22 -0.17
C 0.67 -1.22 -0.42
C -0.51 0.45 1.43
C -0.95 -0.82 1.27
C 1.57 -0.88 0.37
C 1.15 1.18 -0.16
C 0.16 -1.04 -0.67
N 1.94 -0.39 -0.73
O -1.93 -0.97 0.11
C 0.45 1.25 2.67
C -0.33 -0.32 -1.55
C -0.78 0.50 -0.07
H -0.51 0.25 0.25
H 0.19 0.16 0.35
H -0.03 0.35 0.03
H -0.14 0.59 -0.22
H -0.08 -0.32 -0.39
H 0.01 -0.18 0.04
H -0.91 0.37 -0.01
H 0.18 -0.06 -0.59
H -0.08 0.10 -0.16
H -0.13 -0.98 -0.20
H -0.43 0.39 -1.28
H -0.16 0.32 0.61
H -0.52 0.65 0.74
H -0.45 -0.33 -0.35
H 0.20 0.27 0.48
H 0.70 0.15 -0.37
H -0.07 -0.06 -0.75
H 0.25 0.10 0.19
H 0.40 0.12 -0.78
C -0.84 1.07 -1.14
C 0.87 -1.12 0.29
C -0.13 -0.48 -0.19
C 0.24 1.05 -1.11
C -0.09 -1.09 0.42
C 2.33 0.69 1.37
N -0.07 0.52 3.79
O -0.81 -0.72 -2.44
C -0.22 -0.69 -2.52
C -0.72 0.01 1.22
C 0.52 1.02 -1.24
H -0.06 0.07 -0.24
H 0.37 0.26 0.47
H -0.03 -0.09 0.58
H 0.21 0.20 0.40
H -0.95 -0.28 0.02
H 0.55 -0.16 0.55
H 0.03 -0.22 0.02
H 0.19 -0.13 -0.53
H -0.46 -0.05 -0.06
H -0.02 -0.06 0.93
H -0.20 0.17 0.48
H -0.09 0.25 -0.50
H -0.10 -0.02 0.14
H -0.05 0.60 -0.26
H -0.57 -0.22 -0.17
H -0.07 -0.30 0.01
H -0.13 0.09 0.25
H 0.53 -0.05 0.05
H -0.31 -0.21 -0.59
C -0.50 0.91 0.29
C -0.78 0.91 2.29
C -0.77 -1.55 -2.59
C 1.03 -0.25 -0.52
C -0.12 1.63 1.84
C -0.14 -2.34 -1.75
N -0.54 0.77 -2.00
O -0.78 0.20 -0.96
C 0.32 0.92 1.99
C 0.61 1.31 0.44
C 0.99 -1.02 -0.32
H -0.06 -0.21 0.53
H 0.04 -0.75 -0.26
H -0.14 -0.41 0.01
H 0.28 -0.12 0.97
H 0.54 0.29 -0.13
H -0.19 0.30 0.08
H -0.41 0.51 0.67
H 0.25 0.08 0.10
H 0.40 -0.40 0.19
H -0.52 -0.84 -0.11
H 0.16 0.37 -0.03
H 0.01 0.00 -0.82
H 0.27 -0.05 -0.04
H 0.00 0.07 0.22
H -0.54 -0.75 0.20
H 0.55 0.79 -0.81
H -0.13 0.62 0.35
H 0.04 -0.76 -0.76
H 0.13 -0.30 0.87

Net charge: +1
Kohn-Sham gap (alpha / beta) (eV): 6.6 / 2.6
Expectation value of S²: 0.7541
F_max (eV/A): 3.83
LUMO energy (alpha / beta) (Ha): -0.102 / -0.251
2S+1: 2
Relative energy (zero: lowest compared OMol25 entry of this formula, charge and spin) (eV): 0.000
Energy (hartree): -2626.86673

Atomic partial charges in e from the Mulliken method, atoms 1 to 99: number 1, C, carries -0.93; number 2, C, carries 0.36; number 3, C, carries 0.55; number 4, O, carries -0.04; number 5, C, carries -1.05; number 6, N, carries -0.43; number 7, H, carries 0.23; number 8, H, carries 0.25; number 9, H, carries -0.13; number 10, H, carries 0.40; number 11, H, carries 0.31; number 12, H, carries -0.97; number 13, H, carries 0.45; number 14, H, carries 0.18; number 15, H, carries 0.37; number 16, H, carries 0.19; number 17, H, carries 0.36; number 18, C, carries -0.76; number 19, O, carries -0.37; number 20, C, carries -0.66; number 21, C, carries 0.28; number 22, N, carries -0.34; number 23, C, carries -0.51; number 24, C, carries -0.37; number 25, O, carries -0.39; number 26, C, carries -0.75; number 27, H, carries 0.30; number 28, H, carries 0.35; number 29, H, carries 0.30; number 30, H, carries 0.43; number 31, H, carries 0.21; number 32, H, carries 0.04; number 33, H, carries 0.13; number 34, H, carries 0.16; number 35, H, carries 0.41; number 36, H, carries 0.04; number 37, H, carries 0.24; number 38, H, carries 0.43; number 39, H, carries 0.25; number 40, H, carries 0.35; number 41, H, carries 0.28; number 42, C, carries -0.50; number 43, O, carries -0.38; number 44, C, carries -0.52; number 45, C, carries -0.58; number 46, N, carries -0.33; number 47, C, carries -0.82; number 48, C, carries -0.22; number 49, O, carries -0.34; number 50, C, carries -0.75; number 51, H, carries 0.31; number 52, H, carries 0.36; number 53, H, carries 0.09; number 54, H, carries 0.29; number 55, H, carries 0.26; number 56, H, carries 0.26; number 57, H, carries 0.43; number 58, H, carries 0.27; number 59, H, carries 0.49; number 60, H, carries 0.20; number 61, H, carries 0.29; number 62, H, carries 0.26; number 63, H, carries 0.31; number 64, H, carries 0.28; number 65, H, carries 0.28; number 66, C, carries -2.09; number 67, C, carries 1.43; number 68, C, carries -1.27; number 69, C, carries -0.75; number 70, C, carries -0.90; number 71, C, carries 1.13; number 72, N, carries 1.00; number 73, O, carries -0.60; number 74, C, carries -1.76; number 75, C, carries -1.76; number 76, C, carries -1.80; number 77, H, carries 0.43; number 78, H, carries 0.49; number 79, H, carries 0.42; number 80, H, carries 0.42; number 81, H, carries 0.39; number 82, H, carries 0.44; number 83, H, carries 0.33; number 84, H, carries 0.15; number 85, H, carries 0.48; number 86, H, carries 0.42; number 87, H, carries 0.27; number 88, H, carries 0.45; number 89, H, carries 0.60; number 90, H, carries 0.52; number 91, H, carries -0.14; number 92, H, carries 0.33; number 93, H, carries 0.37; number 94, H, carries 0.50; number 95, H, carries 0.43; number 96, C, carries -1.72; number 97, C, carries 1.00; number 98, C, carries -0.84; number 99, C, carries -0.80